# C26H34NO2V

A molecular structure, C26H34NO2V in a non-equilibrium geometry (wB97M-V/def2-TZVPD, the Open Molecules 2025 dataset).

Molecular weight ... 443.507 u
HOMO-LUMO gap (alpha / beta) ... 7.54 / 7.99 eV
Strongest force on any atom ... 1.67 eV/Å
HOMO level (alpha / beta) ... -11.86 / -11.86 eV
DFT total energy ... -58781.3305 eV

```
! wB97M-V def2-TZVPD RIJCOSX def2/J DEFGRID3
* xyz 1 2
C 2.1061 0.0867 0.8178
C 2.1279 -0.6572 -0.4062
C 1.7584 0.2210 -1.4697
H 2.4449 -1.6882 -0.5194
C 1.5271 1.5182 -0.9055
C 1.7817 1.4439 0.4917
H 1.3199 2.4265 -1.4664
C -1.3124 -1.5605 1.2851
C -0.1308 -2.1851 0.7771
C -0.2298 -2.2121 -0.6552
H 0.6694 -2.6134 1.3781
C -1.4422 -1.5420 -1.0370
C -2.1041 -1.1379 0.1727
H 1.7961 -0.0073 -2.5309
H 1.8576 2.2915 1.1641
H 2.3664 -0.2875 1.8054
H -3.0951 -0.6845 0.2051
H 0.4359 -2.7168 -1.3521
H -1.6189 -1.5214 2.3266
V -0.0065 -0.0455 -0.0101
C -1.9675 -1.3028 -2.4362
C -3.4783 -1.5558 -2.4535
C -1.2945 -2.2259 -3.4551
H -3.6735 -2.5865 -2.1329
H -3.8631 -1.4112 -3.4655
H -4.0080 -0.8701 -1.7862
H -1.4547 -3.2716 -3.1690
H -0.2177 -2.0407 -3.5385
H -1.7493 -2.0606 -4.4374
C -1.6246 0.1676 -2.7844
C -2.1743 0.6651 -4.1201
H -0.5243 0.2748 -2.8084
H -1.9985 0.8648 -2.0058
O -3.1038 0.1371 -4.7249
N -1.5649 1.7722 -4.6487
C -0.4140 2.4954 -4.1168
H -2.0401 2.1644 -5.4529
C 0.9098 1.9010 -4.5620
C 2.0969 2.5439 -4.1935
H 2.0292 3.4714 -3.6168
C 3.3322 2.0048 -4.5550
H 4.2472 2.5018 -4.2306
C 3.3906 0.8430 -5.3338
H 4.3554 0.4364 -5.6371
C 2.2074 0.2133 -5.7287
H 2.2272 -0.6882 -6.3410
C 0.9672 0.7435 -5.3481
H 0.0378 0.2732 -5.6813
H -0.4589 2.5160 -3.0128
H -0.4813 3.5395 -4.4573
C -0.1965 1.0614 3.2425
C -1.1233 1.7276 2.2355
C -2.5837 1.4207 2.5396
C -0.9327 3.2404 2.2788
O -0.8410 1.2801 0.9067
H -0.5358 1.2982 4.2581
H 0.8266 1.4313 3.1232
H -0.1804 -0.0278 3.1235
H -2.8189 1.7027 3.5720
H -3.2188 2.0024 1.8617
H -2.8088 0.3592 2.4012
H 0.0764 3.5222 1.9571
H -1.6653 3.7232 1.6208
H -1.0935 3.6073 3.3005
*
```

For reference, the natural (NBO) charges in units of e are:
1 C -0.309
2 C -0.284
3 C -0.265
4 H 0.261
5 C -0.276
6 C -0.185
7 H 0.263
8 C -0.236
9 C -0.305
10 C -0.252
11 H 0.263
12 C -0.067
13 C -0.228
14 H 0.270
15 H 0.260
16 H 0.266
17 H 0.270
18 H 0.260
19 H 0.265
20 V 1.295
21 C -0.052
22 C -0.616
23 C -0.618
24 H 0.215
25 H 0.274
26 H 0.202
27 H 0.223
28 H 0.201
29 H 0.250
30 C -0.517
31 C 0.693
32 H 0.234
33 H 0.241
34 O -0.613
35 N -0.620
36 C -0.234
37 H 0.421
38 C -0.080
39 C -0.174
40 H 0.203
41 C -0.218
42 H 0.226
43 C -0.215
44 H 0.229
45 C -0.201
46 H 0.227
47 C -0.231
48 H 0.231
49 H 0.197
50 H 0.234
51 C -0.618
52 C 0.251
53 C -0.617
54 C -0.612
55 O -0.734
56 H 0.238
57 H 0.208
58 H 0.202
59 H 0.228
60 H 0.222
61 H 0.200
62 H 0.205
63 H 0.222
64 H 0.227

# C26H35BCl3F13N3O4

2 unconnected molecules or ions with the total composition C26H35BCl3F13N3O4 in a non-equilibrium geometry (wB97M-V/def2-TZVPD, the Open Molecules 2025 dataset).

Molecular weight ... 817.728 u
HOMO-LUMO gap ... 5.02 eV
Strongest force on any atom ... 4.92 eV/Å
HOMO level ... -9.96 eV
DFT total energy ... -113746.5652 eV

```
! wB97M-V def2-TZVPD RIJCOSX def2/J DEFGRID3
* xyz 1 1
C -5.6605 3.2249 3.2941
C -4.7614 2.0074 2.7200
Cl -5.8905 1.0627 1.5730
C -4.2803 0.9754 3.8791
Cl -5.7460 -0.1131 4.2502
C -3.1071 -0.0111 3.3646
C -2.6878 0.0005 1.8582
C -1.5501 -0.9663 1.4012
C -1.0104 -0.9951 -0.1301
C 0.0563 0.2040 -0.2447
C 1.3319 -0.1121 -1.1610
F 1.0481 0.4999 -2.4450
F 1.5441 -1.4862 -1.4360
C 2.6208 0.6696 -0.5972
F 2.1308 1.9568 -0.1772
F 3.5209 0.8041 -1.7109
C 3.4171 -0.0774 0.5678
F 3.8674 -1.3916 0.2012
F 2.4974 -0.3080 1.6622
C 4.7268 0.6903 1.1102
F 4.8544 2.0267 0.6710
F 5.8570 -0.0092 0.5536
C 4.9282 0.6058 2.7089
F 6.2949 0.9983 2.9371
F 4.8601 -0.7393 3.2040
C 4.0298 1.6319 3.5547
F 2.9970 2.2579 2.8295
F 4.7865 2.6863 4.1558
F 3.4851 0.8985 4.6610
C -0.8676 -1.9221 2.4414
Cl 0.4750 -3.0928 1.9779
N -1.2956 -1.8919 3.8384
B -0.5525 -2.8562 4.7742
O 0.8533 -2.6646 5.0982
N -1.2447 -4.0521 5.3506
C -0.7649 -5.3153 4.6698
C -0.9197 -4.1982 6.8170
C -2.3363 -0.9889 4.3229
C -2.7223 -0.9796 5.8941
C -1.5765 -0.1400 6.6903
O -0.9931 0.8605 6.1846
H -6.6661 2.7714 3.6162
H -5.1416 3.8298 4.1108
H -5.8694 3.9077 2.3848
H -3.8751 2.4248 2.1295
H -3.9224 1.5185 4.8291
H -3.1468 0.6666 1.0558
H -0.5851 -2.0416 -0.2800
H -1.8620 -0.8263 -0.8746
H 0.3022 0.5567 0.8128
H -0.5005 1.0874 -0.7445
H 1.3902 -3.3606 4.6395
H -1.0848 -5.3506 3.5694
H -1.2400 -6.2351 5.1761
H 0.3696 -5.4322 4.7781
H -1.8150 -4.5891 7.4084
H -0.0959 -5.0100 6.8815
H -0.4803 -3.2575 7.2941
H -2.8291 -2.0329 6.3303
H -3.6982 -0.4012 6.0836
H -1.2084 -0.4450 7.7459
C 0.9810 3.3005 -9.4990
O 1.9014 2.3130 -9.0590
C 2.5465 2.6554 -7.8311
C 2.0981 1.7136 -6.7119
N 0.7072 1.9656 -6.3378
C 0.1425 0.9432 -5.4529
C 0.0015 -0.4775 -6.0199
O -0.9533 -0.5890 -7.0696
C -0.4489 -0.2931 -8.3633
H 0.6399 3.0230 -10.4984
H 0.1083 3.3405 -8.8397
H 1.4545 4.2835 -9.5532
H 2.3889 3.7053 -7.5596
H 3.6209 2.5145 -7.9934
H 2.7401 1.8639 -5.8378
H 2.2335 0.6872 -7.0686
H 0.1415 2.0043 -7.1799
H -0.8568 1.2933 -5.1731
H 0.7309 0.9077 -4.5316
H -0.3766 -1.1101 -5.2093
H 0.9615 -0.9137 -6.3158
H 0.6078 -0.5525 -8.4703
H -0.6067 0.7628 -8.5960
H -1.0206 -0.8728 -9.0901
*
```

For reference, the Mulliken charges in units of e are:
1 C -1.164
2 C -0.186
3 Cl -0.125
4 C -0.477
5 Cl -0.080
6 C 0.783
7 C -0.422
8 C -0.311
9 C -0.914
10 C -0.943
11 C 0.813
12 F -0.330
13 F -0.287
14 C 0.504
15 F -0.251
16 F -0.298
17 C 0.516
18 F -0.281
19 F -0.206
20 C 0.549
21 F -0.256
22 F -0.284
23 C 0.480
24 F -0.286
25 F -0.235
26 C 0.686
27 F -0.194
28 F -0.242
29 F -0.232
30 C 0.174
31 Cl -0.082
32 N 0.787
33 B -0.176
34 O -0.507
35 N -0.147
36 C -0.927
37 C -0.905
38 C 0.311
39 C -0.770
40 C 0.131
41 O -0.455
42 H 0.321
43 H 0.342
44 H 0.349
45 H 0.455
46 H 0.454
47 H 0.325
48 H 0.461
49 H 0.479
50 H 0.410
51 H 0.341
52 H 0.312
53 H 0.245
54 H 0.335
55 H 0.362
56 H 0.267
57 H 0.360
58 H 0.302
59 H 0.287
60 H 0.389
61 H 0.358
62 C -0.714
63 O -0.344
64 C -0.807
65 C -0.195
66 N -0.280
67 C -0.155
68 C -0.517
69 O -0.448
70 C -0.539
71 H 0.239
72 H 0.305
73 H 0.341
74 H 0.407
75 H 0.386
76 H 0.345
77 H 0.185
78 H 0.093
79 H 0.322
80 H 0.044
81 H 0.311
82 H 0.356
83 H 0.272
84 H 0.184
85 H 0.297

# C26H35CeO2

A molecular structure, C26H35CeO2 in a non-equilibrium geometry (wB97M-V/def2-TZVPD, the Open Molecules 2025 dataset).

Molecular weight ... 519.680 u
HOMO-LUMO gap (alpha / beta) ... 5.65 / 5.65 eV
Strongest force on any atom ... 2.14 eV/Å
HOMO level (alpha / beta) ... -9.87 / -9.87 eV
DFT total energy ... -44545.2710 eV

```
! wB97M-V def2-TZVPD RIJCOSX def2/J DEFGRID3
* xyz 1 1
O -0.7127 0.4501 -0.5722
C -1.9967 -0.1747 -0.1660
C -2.7841 0.6207 -1.1884
H -2.2319 0.0781 0.8736
H -1.9577 -1.2572 -0.3481
C -1.4358 1.2522 -1.5911
H -3.5181 1.2855 -0.7315
H -3.2528 -0.0021 -1.9570
C -1.2642 2.7208 -1.2352
H -1.5082 2.8915 -0.1771
H -1.9127 3.3602 -1.8498
H -0.2229 3.0167 -1.4193
C -0.9417 0.8987 -2.9840
H -1.0883 -0.1719 -3.1873
H 0.1308 1.1402 -3.0659
H -1.4883 1.4846 -3.7385
Ce 1.5221 -0.6079 -0.0241
C 2.8768 -2.0740 -1.7141
C 2.4383 -3.0195 -0.7404
C 1.0111 -3.1151 -0.8174
H 3.0939 -3.6062 -0.0986
C 0.5688 -2.2479 -1.8709
C 1.7217 -1.5898 -2.4166
H 1.7212 -0.8900 -3.2534
H 3.9149 -1.8174 -1.9287
H 0.3718 -3.7604 -0.2084
H -0.4482 -2.1726 -2.2582
C 3.9005 0.5491 -0.0398
C 3.3941 0.8382 -1.3443
C 2.2607 1.6946 -1.2099
H 3.8414 0.5347 -2.2903
C 2.0995 1.9944 0.1851
C 3.1308 1.3084 0.9007
H 3.3348 1.3922 1.9672
H 4.7489 -0.0972 0.1955
H 1.6871 2.1248 -2.0306
H 1.3544 2.6711 0.6096
O -5.2231 1.3434 0.3144
C -5.9343 2.0432 -0.7355
C -7.3925 2.3102 -0.3235
H -5.9072 1.4256 -1.6489
H -5.3834 2.9693 -0.9678
C -7.6032 1.3894 0.8924
H -8.0784 2.0833 -1.1426
H -7.5107 3.3576 -0.0297
C -6.1689 1.1190 1.3901
H -8.0730 0.4553 0.5663
H -8.2228 1.8533 1.6616
H -6.0407 0.0950 1.7724
H -5.9388 1.8066 2.2226
C 2.3503 -1.6444 2.2825
C 3.7515 -1.8561 2.5683
C 4.5721 -0.8497 3.1526
C 5.9416 -1.0396 3.3000
C 6.5416 -2.2457 2.9036
C 5.7449 -3.2610 2.3541
C 4.3733 -3.0819 2.2132
H 1.8504 -0.8101 2.7913
H 1.7428 -2.5491 2.1658
H 4.1124 0.0881 3.4697
H 6.5603 -0.2407 3.7149
H 7.6162 -2.3892 3.0150
H 6.2053 -4.1962 2.0260
H 3.7547 -3.8783 1.7965
*
```

For reference, the natural (NBO) charges in units of e are:
1 O -0.589
2 C -0.041
3 C -0.461
4 H 0.209
5 H 0.196
6 C 0.310
7 H 0.270
8 H 0.221
9 C -0.632
10 H 0.227
11 H 0.239
12 H 0.216
13 C -0.626
14 H 0.219
15 H 0.218
16 H 0.245
17 Ce 1.330
18 C -0.276
19 C -0.275
20 C -0.302
21 H 0.268
22 C -0.302
23 C -0.320
24 H 0.264
25 H 0.265
26 H 0.261
27 H 0.255
28 C -0.323
29 C -0.201
30 C -0.333
31 H 0.246
32 C -0.306
33 C -0.280
34 H 0.263
35 H 0.277
36 H 0.250
37 H 0.260
38 O -0.568
39 C -0.078
40 C -0.433
41 H 0.172
42 H 0.180
43 C -0.431
44 H 0.227
45 H 0.213
46 C -0.069
47 H 0.210
48 H 0.229
49 H 0.187
50 H 0.172
51 C -0.675
52 C -0.055
53 C -0.168
54 C -0.218
55 C -0.222
56 C -0.199
57 C -0.216
58 H 0.213
59 H 0.224
60 H 0.194
61 H 0.223
62 H 0.225
63 H 0.223
64 H 0.200

> Which value of strongest force on any atom does entry 3 give?

2.14 eV/Å

> Look up the strongest force on any atom of the second one.

4.92 eV/Å